## w
ORCA calculation (ωB97M-V/def2-TZVPD) on a molecular structure, C6H12N2O.

Geometry as XYZ:
```
21
Properties=species:S:1:pos:R:3:nbo_charge:R:1
C -0.38 -1.32 0.23 -0.425
C 1.15 1.85 -0.25 -0.409
C 0.08 -2.52 -0.57 -0.614
N 0.07 1.06 0.38 -0.235
C -0.63 -0.10 -0.48 0.201
N -0.88 1.91 1.04 -0.660
C 0.90 -0.34 1.38 0.456
C -1.28 0.19 -1.61 -0.440
O 0.73 -0.30 2.57 -0.653
H -1.09 -1.54 1.03 0.229
H -1.78 1.44 1.08 0.371
H -0.56 2.04 2.00 0.372
H 1.86 -0.56 0.91 0.116
H 0.74 2.41 -1.09 0.200
H 1.93 1.17 -0.60 0.211
H 1.57 2.54 0.48 0.217
H -0.75 -2.98 -1.12 0.207
H 0.53 -3.28 0.09 0.220
H 0.83 -2.24 -1.31 0.204
H -1.93 -0.56 -2.04 0.219
H -1.14 1.13 -2.12 0.210
```

HOMO level: -7.648 eV
E_LUMO: 0.86 eV
frontier orbital gap: 0.3127 Eh
total charge: 0

## x
ORCA calculation (ωB97M-V/def2-TZVPD) on C6H12N2O in the gas phase.

Geometry as XYZ:
```
21
Properties=species:S:1:pos:R:3:nbo_charge:R:1
C -0.10 0.02 1.77 -0.498
C 0.70 1.06 2.53 -0.619
C 0.92 -0.52 0.36 0.262
N 2.01 -0.91 0.27 -0.556
H -1.17 0.25 1.77 0.230
H -0.06 -0.95 2.28 0.227
H 1.74 0.77 2.60 0.233
H 0.64 2.04 2.04 0.193
H 0.31 1.18 3.55 0.211
C 0.59 0.08 -2.29 -0.413
C -0.97 -1.47 -1.21 -0.416
N -0.14 -0.25 -1.05 -0.421
C -0.92 0.90 -0.45 0.601
O -2.11 0.88 -0.32 -0.516
H -0.26 1.77 -0.36 0.155
H -0.30 -2.31 -1.39 0.228
H 1.32 -0.70 -2.50 0.243
H 1.12 1.02 -2.16 0.220
H -0.11 0.14 -3.13 0.202
H -1.52 -1.64 -0.28 0.227
H -1.68 -1.34 -2.02 0.206
```

HOMO level: -8.025 eV
E_LUMO: 0.32 eV
frontier orbital gap: 0.3066 Eh
total charge: 0

## y
ORCA calculation (ωB97M-V/def2-TZVPD) on C6H12N2O in the gas phase.

Geometry as XYZ:
```
21
Properties=species:S:1:pos:R:3:nbo_charge:R:1
C -0.57 -1.85 -0.39 -0.358
C 0.12 -0.75 -0.11 -0.115
C 1.59 -0.95 0.42 0.574
C 2.07 0.00 1.50 -0.725
O 2.27 -1.86 0.02 -0.528
C -0.33 0.66 -0.34 -0.111
C 0.25 1.19 -1.65 -0.606
N -1.84 0.82 -0.40 -0.459
N -2.58 0.44 0.73 -0.660
H -1.58 -1.83 -0.78 0.196
H -0.14 -2.82 -0.20 0.221
H 1.34 0.04 2.30 0.230
H 3.02 -0.36 1.89 0.242
H 2.20 1.00 1.09 0.232
H -0.01 1.30 0.49 0.198
H 1.34 1.21 -1.61 0.213
H -0.05 0.56 -2.48 0.212
H -0.12 2.20 -1.83 0.227
H -2.21 0.30 -1.20 0.342
H -2.45 1.15 1.45 0.346
H -2.31 -0.47 1.11 0.328
```

structure (SMILES): C=C(C(C)=O)[C@@H](C)NN
HOMO level: -9.035 eV
E_LUMO: 0.71 eV
frontier orbital gap: 0.3581 Eh
total charge: 0

## z
ORCA calculation (ωB97M-V/def2-TZVPD) on 2 unconnected molecules or ions with the total composition C6H12N2O.

Geometry as XYZ:
```
21
Properties=species:S:1:pos:R:3:nbo_charge:R:1
C -0.91 1.74 -0.81 -0.405
N -0.87 1.36 0.58 -0.470
C -1.32 2.36 1.53 -0.389
C -0.14 0.41 1.10 0.466
N 0.42 -0.37 1.74 -0.446
H -0.61 0.89 -1.42 0.247
H -0.24 2.59 -1.01 0.184
H -1.93 2.03 -1.06 0.198
H -2.35 2.64 1.30 0.200
H -0.70 3.26 1.49 0.188
H -1.29 1.95 2.54 0.225
C 0.62 -0.74 -2.12 -0.560
C 1.08 -1.31 -1.02 0.167
O 0.43 -2.33 -0.42 -0.515
C 1.12 -2.97 0.64 -0.264
H 1.17 0.04 -2.60 0.209
H -0.28 -1.09 -2.60 0.209
H 2.00 -1.00 -0.56 0.178
H 0.51 -3.83 0.91 0.192
H 2.10 -3.32 0.31 0.165
H 1.22 -2.30 1.49 0.222
```

structure (SMILES): CN(C)C#N.C=COC
HOMO level: -8.569 eV
E_LUMO: 0.86 eV
frontier orbital gap: 0.3464 Eh
total charge: 0

Most stable pick: y. Distance to second place: 0.0268 hartree.

## w
ORCA calculation (ωB97M-V/def2-TZVPD) on C6H12N2O in the gas phase.

Geometry as XYZ:
```
21
Properties=species:S:1:pos:R:3:nbo_charge:R:1
C 1.38 1.31 -0.38 -0.289
C -1.15 -1.32 0.70 -0.424
C -1.61 0.47 -0.88 -0.430
N -0.59 -0.33 -0.21 -0.353
N 1.68 -0.13 -0.38 -0.570
C 0.59 0.61 0.65 0.292
C 0.59 -0.96 -1.28 0.510
C 0.55 0.79 1.99 -0.742
O 0.53 -0.66 -2.48 -0.713
H 2.64 -0.41 -0.19 0.408
H 0.69 -2.00 -0.93 0.114
H 0.93 1.63 -1.31 0.227
H 2.18 1.93 -0.01 0.233
H -0.36 -1.94 1.11 0.214
H -1.66 -0.81 1.52 0.224
H -1.19 0.91 -1.78 0.237
H -2.46 -0.15 -1.17 0.209
H -1.95 1.25 -0.20 0.215
H -1.87 -1.96 0.17 0.210
H 0.73 1.77 2.40 0.223
H 0.34 -0.02 2.68 0.205
```

HOMO level: -7.316 eV
E_LUMO: 0.87 eV
frontier orbital gap: 0.3009 Eh
total charge: 0

## x
ORCA calculation (ωB97M-V/def2-TZVPD) on a molecular structure, C6H12N2O.

Geometry as XYZ:
```
21
Properties=species:S:1:pos:R:3:nbo_charge:R:1
C 0.60 2.12 -0.97 -0.591
C 0.47 0.64 -0.57 -0.260
C -1.00 0.19 -0.81 -0.393
C -1.23 -1.27 -0.29 -0.388
C -0.80 -1.38 1.08 -0.268
C 0.74 0.42 0.96 -0.161
H -0.03 2.72 -0.35 0.205
H 0.24 2.44 -1.88 0.214
H 1.80 2.44 -0.98 0.199
H 1.00 0.15 -1.20 0.192
H -1.96 0.90 -0.30 0.174
H -1.32 0.35 -1.84 0.218
H -0.47 -1.92 -0.91 0.211
H -2.52 -1.57 -0.58 0.214
H -0.77 -2.21 1.47 0.194
H -1.42 -0.91 1.55 0.185
H 0.14 1.00 1.35 0.168
H 1.99 0.92 1.00 0.168
N 0.59 -0.92 1.44 -0.325
N 1.50 -1.88 0.56 0.264
O 2.44 -2.21 1.27 -0.221
```

HOMO level: -9.199 eV
E_LUMO: -0.47 eV
frontier orbital gap: 0.3208 Eh
total charge: 0

## y
ORCA calculation (ωB97M-V/def2-TZVPD) on 2 unconnected molecules or ions with the total composition C6H12N2O.

Geometry as XYZ:
```
21
Properties=species:S:1:pos:R:3:nbo_charge:R:1
H 0.41 0.16 -3.06 0.328
N 0.92 0.84 -2.49 -0.601
C 0.33 1.03 -1.37 0.121
C -1.00 0.43 -0.96 -0.070
C -2.06 1.24 -1.07 -0.381
C -1.10 -1.06 -0.86 -0.662
H 0.71 1.81 -0.68 0.175
H -3.08 0.85 -1.01 0.198
H -1.96 2.30 -1.27 0.202
H -0.25 -1.57 -1.33 0.218
H -1.09 -1.36 0.19 0.243
H -2.02 -1.45 -1.30 0.222
H -0.80 0.19 3.22 0.356
N -0.13 -0.29 2.61 -0.729
C 0.59 0.58 1.99 0.407
O 1.70 0.25 1.27 -0.513
C 2.00 -1.13 1.05 -0.274
H 0.54 1.66 2.16 0.163
H 2.88 -1.41 1.64 0.192
H 1.17 -1.80 1.31 0.212
H 2.23 -1.27 -0.01 0.194
```

structure (SMILES): [H]/N=C\C(=C)C.[H]/N=C/OC
HOMO level: -9.593 eV
E_LUMO: 0.88 eV
frontier orbital gap: 0.3847 Eh
total charge: 0

## z
ORCA calculation (ωB97M-V/def2-TZVPD) on C6H12N2O in the gas phase.

Geometry as XYZ:
```
21
Properties=species:S:1:pos:R:3:nbo_charge:R:1
H -2.73 0.40 1.43 0.374
N -1.78 0.45 1.77 -0.705
C -0.90 0.70 0.91 0.612
C 0.58 0.65 1.02 -0.544
C 0.52 -0.86 0.86 0.194
N 0.36 -1.60 2.04 -0.839
C 0.45 -1.36 -0.42 -0.223
C 1.31 -0.93 -1.58 -0.640
O -1.32 0.82 -0.55 -0.589
C -0.93 1.94 -1.32 -0.250
H 1.13 1.11 0.20 0.241
H 0.93 0.99 1.99 0.248
H -0.56 -1.48 2.45 0.392
H 0.63 -2.57 1.97 0.378
H 0.24 -2.43 -0.44 0.187
H 0.69 -0.62 -2.42 0.211
H 1.88 -1.80 -1.92 0.218
H 2.05 -0.17 -1.34 0.205
H -0.70 1.61 -2.34 0.185
H -1.77 2.64 -1.34 0.177
H -0.07 2.52 -0.97 0.168
```

structure (SMILES): [H]/N=C(/C/C(N)=C\C)OC
HOMO level: -8.257 eV
E_LUMO: 0.95 eV
frontier orbital gap: 0.3383 Eh
total charge: 0

Most stable pick: y. Distance to second place: 0.0084 hartree.

## w
ORCA calculation (ωB97M-V/def2-TZVPD) on C6H12N2O in the gas phase.

Geometry as XYZ:
```
21
Properties=species:S:1:pos:R:3:nbo_charge:R:1
N 0.12 -0.25 2.28 -0.811
C -0.32 -0.42 1.02 0.116
C -1.45 0.61 0.52 -0.436
C -1.19 1.28 -0.84 -0.077
O -0.75 0.56 -2.00 -0.500
C 0.49 0.12 -1.76 -0.048
C 0.66 -0.40 -0.23 0.008
N 1.95 -0.16 0.41 -0.902
C 0.02 -1.74 0.50 -0.426
H 1.06 -0.56 2.34 0.398
H -0.09 0.68 2.47 0.360
H -2.21 -0.13 0.25 0.219
H -1.77 1.46 1.31 0.230
H -0.59 2.30 -0.53 0.153
H -2.06 1.77 -1.16 0.200
H 0.93 -0.67 -2.33 0.196
H 1.58 0.85 -1.95 0.134
H 2.87 -0.41 -0.38 0.368
H 2.14 0.96 0.96 0.350
H -0.54 -2.21 -0.31 0.227
H 0.81 -2.40 1.26 0.239
```

structure (SMILES): N[C@@]12CCOC[C@]1(N)C2
HOMO level: -7.845 eV
E_LUMO: 0.81 eV
frontier orbital gap: 0.3182 Eh
total charge: 0

## x
ORCA calculation (ωB97M-V/def2-TZVPD) on 2 unconnected molecules or ions with the total composition C6H12N2O.

Geometry as XYZ:
```
21
Properties=species:S:1:pos:R:3:nbo_charge:R:1
C -1.36 1.79 -0.70 -0.634
C -0.47 1.79 0.51 0.097
C -0.11 2.82 1.30 -0.120
N 0.66 2.27 2.33 -0.538
C 0.79 0.93 2.03 0.198
N 0.05 0.61 1.02 -0.486
H -1.02 1.19 -1.54 0.224
H -1.42 2.83 -1.05 0.213
H -2.37 1.61 -0.33 0.227
H -0.11 3.88 1.15 0.214
H 1.21 2.84 2.95 0.414
H 1.28 0.25 2.71 0.203
C 0.08 -2.52 -2.05 -0.645
C 0.62 -2.95 -0.67 -0.069
O 0.38 -2.05 0.43 -0.736
H -0.27 -1.48 -1.94 0.201
H -0.74 -3.16 -2.34 0.217
H 0.89 -2.40 -2.76 0.213
H 0.07 -3.84 -0.37 0.162
H 1.68 -3.22 -0.70 0.156
H 0.15 -1.20 0.03 0.488
```

structure (SMILES): Cc1c[nH]cn1.CCO
HOMO level: -8.890 eV
E_LUMO: 0.90 eV
frontier orbital gap: 0.3599 Eh
total charge: 0

Most stable pick: x. Distance to second place: 0.2380 hartree.